71
Properties=species:S:1:pos:R:3 method="wB97M-V/def2-TZVPD" total_charge=-1 homo_ev=-6.09 gap_ev=9.115
O 0.513 1.988 -1.720
O 0.866 -0.973 -0.167
O -0.255 0.644 0.451
O 0.508 -3.639 0.718
O 1.619 -1.710 -2.754
O -0.191 -1.163 1.763
O 0.480 3.092 1.800
O 3.477 -0.576 0.950
O -1.477 1.038 3.087
O -2.746 -0.080 -0.731
C -2.713 1.172 2.520
C 3.313 0.725 1.661
C 1.663 -0.663 -3.717
C 2.621 -0.920 -4.846
C 4.647 1.479 1.638
C -2.178 -2.268 -1.691
C 0.914 -4.651 -0.057
C 0.229 -0.373 -4.229
C 2.908 0.399 3.159
C -3.365 2.551 3.140
C 1.891 2.462 -1.599
C -3.594 0.022 2.985
C -4.470 -1.801 -0.849
C 0.150 -0.539 0.712
C -0.353 4.060 1.015
C -3.046 -1.472 -0.649
H -1.181 -1.642 -1.697
H -2.965 -1.601 0.471
H 5.548 1.099 2.092
H -4.329 2.608 2.805
H 0.143 3.936 -0.003
H -3.735 -0.318 4.171
H 2.531 1.442 1.107
H -4.825 0.078 2.772
H 2.624 -0.803 0.677
H -2.728 1.245 1.379
H 0.325 -1.993 1.772
H 2.757 -0.113 -5.580
H -0.251 5.068 1.350
H 2.582 1.559 -1.411
H 4.886 1.557 0.653
H 2.231 0.319 -3.193
H 0.473 -2.847 0.135
H 1.169 -5.574 0.591
H 2.063 3.169 -0.863
H 1.798 -4.383 -0.550
H 0.270 2.314 1.415
H 2.072 2.877 -2.567
H -4.713 -1.808 -1.862
H 1.890 -0.100 3.357
H -3.541 2.723 4.423
H -2.217 -2.307 -2.842
H 3.567 -1.113 -4.345
H -0.533 -0.219 -3.468
H 0.340 0.555 -4.629
H -2.843 3.405 2.811
H -3.333 -0.881 2.316
H 3.427 -0.280 3.683
H -4.990 -1.116 -0.174
H -2.053 -3.285 -1.499
H -1.987 0.228 -0.405
H -4.588 -2.923 -0.602
H 1.181 -1.613 -1.959
H 0.162 -4.902 -0.896
H 0.534 1.621 -0.946
H -0.139 -0.950 -5.038
H -1.197 0.176 2.645
H -1.369 3.658 1.070
H 2.298 -1.569 -5.502
H 2.807 1.432 3.525
H 4.430 2.466 2.221